(1)
DFT (ωB97M-V/def2-TZVPD) results for one molecule with the formula C4H5NOS2.

Properties
Relative energy (zero: lowest compared OMol25 entry of this formula, charge and spin)   107.91 kcal per mole
Total charge   0
Kohn-Sham gap   8.15 eV
HOMO energy   -8.826 eV

```
13
Properties=species:S:1:pos:R:3:forces:R:3:lowdin_charge:R:1
C -0.35474 -0.72957 -1.19556 2.1418 0.7511 3.7057 -0.22
C -0.72935 -1.01595 -3.51871 1.1516 0.0714 -0.1564 -0.54
C 0.03230 -0.46683 -0.05368 0.2052 -0.7480 -0.0531 -0.19
C 0.25512 0.49545 2.51629 1.1010 1.3227 0.1419 -0.27
N -0.91598 -0.99589 -2.27939 -2.2898 -0.1501 -2.3128 0.01
O 2.37173 -0.03428 1.14162 -0.3632 -0.9509 -0.0054 -0.57
S 0.78006 -0.85829 -4.42682 0.8045 1.6778 1.6761 0.74
S 1.06348 -0.72171 1.37689 0.4893 1.7080 -0.3962 0.84
H 1.39436 0.05490 -3.47900 -0.7628 -1.5388 -1.3261 -0.05
H -1.55440 -1.13887 -4.17953 -0.7410 -0.4304 -0.3347 0.06
H 0.31326 0.27430 3.66433 0.0235 0.2027 -2.4492 0.08
H -0.74030 0.54930 2.10617 -0.6159 0.1812 0.5716 0.01
H 0.82259 1.49156 2.20587 -1.1441 -2.0967 0.9386 0.10
```
Positions in Å, forces in eV/Å.

(2)
DFT (ωB97M-V/def2-TZVPD) results for one molecule with the formula C4H5NOS2.

Properties
Relative energy (zero: lowest compared OMol25 entry of this formula, charge and spin)   68.94 kcal per mole
Total charge   0
Kohn-Sham gap   8.73 eV
SMILES string   O=C1CSN(C=S)C1
HOMO energy   -8.518 eV

```
13
Properties=species:S:1:pos:R:3:forces:R:3:lowdin_charge:R:1
O -2.69230 -1.71071 -0.08700 3.0794 1.0863 0.1983 0.07
C -1.74532 -0.95533 0.03970 -1.7329 2.1906 0.6717 -0.33
C -2.11317 0.71322 0.44456 -1.2072 -1.8321 -3.5633 -0.38
S -0.65574 1.60882 -0.15005 -0.8749 0.4585 0.4605 0.91
N 0.45877 0.29870 -0.22006 -4.8547 -3.1467 0.6052 -0.50
C 1.69516 0.52527 -0.03872 3.4853 1.9743 2.3775 -0.87
S 2.88467 -0.56537 0.11255 0.7302 -0.7403 -0.3170 0.60
C -0.18050 -1.10204 -0.11446 0.3085 -1.8395 -2.4151 -0.11
H -2.46665 0.69817 1.49440 0.4869 0.4945 -0.6148 0.07
H -2.97485 1.05074 -0.40035 2.0495 -1.1344 2.8400 0.13
H 1.91266 1.58451 0.32694 -0.3227 -1.0284 -1.1378 0.08
H 0.30839 -1.92776 0.62694 -0.9542 2.6326 -1.4469 0.16
H -0.05247 -1.59279 -1.19807 -0.1934 0.8847 2.3417 0.17
```
Positions in Å, forces in eV/Å.

(3)
DFT (ωB97M-V/def2-TZVPD) results for C4H5NOS2 as an isolated structure.

Properties
Relative energy (zero: lowest compared OMol25 entry of this formula, charge and spin)   113.41 kcal per mole
Total charge   0
Kohn-Sham gap   7.25 eV
HOMO energy   -8.076 eV

```
13
Properties=species:S:1:pos:R:3:forces:R:3:lowdin_charge:R:1
C 0.76794 -0.52965 0.17903 4.1924 1.0768 -1.1274 -0.68
C 0.39448 -1.77659 -0.15498 -0.2092 -3.8440 1.2900 -0.13
C -1.39263 -0.58747 0.06035 -1.8877 6.8164 0.5749 -0.59
C -0.33481 0.31731 0.17233 -0.8058 -0.9865 0.3533 -0.68
H 3.31222 -0.04673 1.43694 -2.2816 0.0797 -3.3073 0.02
H 0.80615 -2.83353 -0.09285 0.1146 1.9927 -0.2710 0.14
H -1.60501 -2.54026 -0.23270 0.1381 0.0573 0.1080 0.18
H -2.65408 0.80030 1.00559 -0.2653 -3.6113 -4.1853 0.35
H -0.42686 2.05211 -1.34797 -0.1465 0.0199 -0.5758 -0.12
N -0.99220 -1.75495 -0.06523 1.3653 -5.9121 -1.3594 0.10
O -2.67258 -0.26635 -0.00917 -1.2227 3.8263 4.1026 -0.02
S 2.48501 0.02142 -0.08580 1.0983 -0.4137 3.3562 0.61
S -0.46728 2.00620 -0.02541 -0.0902 0.8984 1.0412 0.81
```
Positions in Å, forces in eV/Å.

(4)
DFT (ωB97M-V/def2-TZVPD) results for one molecule with the formula C4H5NOS2.

Properties
Relative energy (zero: lowest compared OMol25 entry of this formula, charge and spin)   37.52 kcal per mole
Total charge   0
Kohn-Sham gap   8.61 eV
SMILES string   C=CC(=S)NSC=O
HOMO energy   -8.727 eV

```
13
Properties=species:S:1:pos:R:3:forces:R:3:lowdin_charge:R:1
C 0.63073 -1.65233 1.69461 2.4355 1.8866 0.4543 0.03
C 1.18074 -0.69626 0.92118 -1.4103 -1.1661 -0.8849 -0.20
C 0.79647 -0.39084 -0.50591 0.5414 -0.1223 1.1529 -0.91
S 1.95351 -0.04096 -1.62264 -0.3467 -0.1827 0.2771 0.69
N -0.51995 -0.35212 -0.83608 -0.6038 0.4216 -0.5536 -0.34
S -1.85105 -0.19540 0.22440 0.4811 0.0044 -0.6385 0.97
C -1.53658 1.41234 0.86383 0.2720 0.6733 1.1401 -0.58
O -0.54354 2.06309 0.66687 -0.6611 -0.3965 -0.1871 0.00
H 1.03484 -1.89931 2.69187 -0.2842 0.3099 -0.6505 0.08
H -0.17076 -2.20173 1.34784 -1.4997 -1.2122 -0.6282 0.02
H 1.98451 -0.05573 1.12741 1.1738 0.3623 1.0383 0.07
H -0.60005 0.13591 -1.72980 -0.4707 -0.3767 0.1444 0.08
H -2.32807 1.72529 1.60983 0.3726 -0.2016 -0.6641 0.10
```
Positions in Å, forces in eV/Å.

(5)
DFT (ωB97M-V/def2-TZVPD) results for C4H5NS as an isolated structure.

Properties
Relative energy (zero: lowest compared OMol25 entry of this formula, charge and spin)   56.66 kcal per mole
Total charge   0
Kohn-Sham gap   8.51 eV
HOMO energy   -8.437 eV

```
11
Properties=species:S:1:pos:R:3:forces:R:3:lowdin_charge:R:1
C -1.29870 0.08762 -0.10865 0.7596 -1.7882 -1.0887 -0.90
C 0.91073 -0.70722 0.03285 1.2420 1.6593 -0.6114 -0.22
C 0.89703 0.83807 0.06540 1.4499 -0.1956 1.2201 -0.08
C -0.39632 1.24405 -0.21306 -0.2425 2.2769 0.6171 -0.12
H -0.72190 -1.92016 -0.07070 -1.7835 -3.2097 0.6150 0.08
H 1.24011 -0.95708 1.08881 -0.2773 -0.5299 -1.2750 0.12
H 1.75673 -0.98209 -0.80459 -2.2712 0.0984 2.0622 0.17
H 2.09688 1.18580 0.59325 -4.2712 -0.0576 -2.3249 0.20
H -1.06482 2.22656 -0.40474 2.5436 -1.9260 0.8299 0.15
N -0.49593 -1.02136 -0.24146 2.8519 3.2653 -0.0703 -0.01
S -2.92381 0.00581 0.06288 -0.0013 0.4071 0.0261 0.62
```
Positions in Å, forces in eV/Å.

(6)
DFT (ωB97M-V/def2-TZVPD) results for one molecule with the formula C4H5NS.

Properties
Relative energy (zero: lowest compared OMol25 entry of this formula, charge and spin)   57.33 kcal per mole
Total charge   0
Kohn-Sham gap   9.02 eV
SMILES string   C#C/C=N\SC
HOMO energy   -8.543 eV

```
11
Properties=species:S:1:pos:R:3:forces:R:3:lowdin_charge:R:1
C -2.83338 -0.81912 -0.00031 1.0814 1.2382 0.0019 0.14
C -2.02451 0.07131 0.00120 0.1544 -0.0945 -0.0225 -0.15
C -1.04144 1.12839 -0.00212 0.1049 0.0997 0.0281 -0.31
N 0.23471 0.98573 0.00400 -0.6796 -0.1148 -0.0407 -0.31
S 0.88164 -0.57022 0.00046 0.1068 0.1983 -0.0948 0.83
C 2.61651 -0.09218 -0.01137 0.3254 -1.1845 1.4143 -0.41
H -3.54397 -1.57033 -0.00391 -0.8546 -0.9507 0.0016 0.01
H -1.43580 2.15117 -0.00986 0.2209 -0.2981 0.0177 0.11
H 2.87397 0.48949 -0.85837 0.1433 0.4287 -0.9040 0.01
H 2.84715 0.47141 0.90428 -0.0627 -0.2133 -0.3033 0.04
H 3.20636 -1.04867 0.00809 -0.5401 0.8908 -0.0983 0.05
```
Positions in Å, forces in eV/Å.

(7)
DFT (ωB97M-V/def2-TZVPD) results for one molecule with the formula C4H5NS.

Properties
Expectation value of S²   2.0179
Relative energy (zero: lowest compared OMol25 entry of this formula, charge and spin)   48.71 kcal per mole
Total charge   0
Multiplicity   3
Kohn-Sham gap (alpha / beta)   6.85 / 6.65 eV
HOMO energy (alpha / beta)   -6.188 / -8.959 eV

```
11
Properties=species:S:1:pos:R:3:forces:R:3:lowdin_spin:R:1
C 0.88472 0.83762 -0.73533 -0.4893 -0.0536 5.5348 0.32
C -0.00016 0.27116 0.08803 -2.4069 -2.2076 -1.3052 0.13
C 1.21268 0.98695 -2.02302 2.4550 1.4155 -5.4617 0.59
C -1.36538 -1.18700 1.53953 0.7606 -0.9538 -2.4565 0.02
N -0.94264 -0.51192 0.33073 1.0491 1.2711 -0.9083 0.21
S 1.73104 1.23353 0.79367 0.0384 0.0016 -1.1842 0.64
H 0.82549 0.48239 -2.94340 0.0011 0.1498 1.4702 0.03
H 2.03494 1.70777 -2.28161 -0.9593 -0.6987 0.4532 0.03
H -1.80383 -0.39703 2.02272 -1.0089 1.4676 2.4516 0.01
H -2.19696 -1.91976 1.30818 1.5299 0.4005 0.3198 0.00
H -0.37991 -1.50371 1.90050 -0.9699 -0.7924 1.0863 0.01
```
Positions in Å, forces in eV/Å.

(8)
DFT (ωB97M-V/def2-TZVPD) results for one molecule with the formula C4H5NS2.

Properties
Relative energy (zero: lowest compared OMol25 entry of this formula, charge and spin)   61.33 kcal per mole
Total charge   0
Kohn-Sham gap   8.19 eV
SMILES string   S=C[C@H]1NCC1=S
HOMO energy   -8.676 eV

```
12
Properties=species:S:1:pos:R:3:forces:R:3:lowdin_charge:R:1
S -1.24671 -1.10744 2.11096 -0.2917 -0.5672 0.5266 0.74
C -1.10612 -0.02159 0.97338 0.2898 1.4302 -1.2252 -0.66
C 0.21326 0.48866 0.43410 -1.1515 -0.2510 0.9001 -0.47
N 1.38234 -0.33857 0.66658 0.4081 -0.1299 0.1382 -0.02
C 1.94266 0.12486 -0.62821 -0.1017 1.1918 1.1232 -0.17
C 0.53331 0.43837 -1.05046 0.2571 0.8628 0.5505 -0.77
S -0.28118 0.70914 -2.37536 -0.2775 -0.1035 -0.5834 0.77
H -1.93106 0.55121 0.50381 0.0531 -0.5797 0.3703 0.07
H 0.27827 1.54786 0.80968 0.1410 -0.5282 -0.4044 0.17
H 1.90930 -0.10750 1.50014 0.1033 -0.0665 -0.1132 0.11
H 2.55568 -0.52283 -1.18819 0.6329 -0.9311 -0.6352 0.10
H 2.45913 1.09235 -0.43396 -0.0630 -0.3277 -0.6475 0.13
```
Positions in Å, forces in eV/Å.

(9)
DFT (ωB97M-V/def2-TZVPD) results for one molecule with the formula C4H5NS3.

Properties
Relative energy (zero: lowest compared OMol25 entry of this formula, charge and spin)   97.60 kcal per mole
Total charge   0
Kohn-Sham gap   8.16 eV
SMILES string   S=CN1C=CSCS1
HOMO energy   -8.134 eV

```
13
Properties=species:S:1:pos:R:3:forces:R:3:lowdin_charge:R:1
S -1.96819 -1.40552 -2.11718 -0.6923 0.2805 0.3483 0.61
C -0.44988 -1.39359 -1.55413 1.1903 -1.0181 -2.8511 -0.79
N 0.06968 -0.60678 -0.57816 1.5734 0.3779 0.0879 -0.51
C 1.37401 -0.69647 -0.03138 1.7427 -1.8283 -0.6347 -0.25
C 2.01479 0.03500 0.96060 1.5081 -1.0061 -2.0117 -0.38
S 1.35518 1.63180 1.81473 1.2155 -3.4100 -0.8329 0.75
C -0.15029 0.63563 1.65075 -2.0683 0.2681 3.7975 -0.90
S -0.72369 0.77843 0.01280 -1.1717 -1.4305 -1.0836 0.90
H 0.21841 -1.99585 -2.36220 -0.4783 1.2870 2.9454 0.11
H 1.92036 -1.64270 -0.55030 -1.0765 2.3528 1.6811 0.16
H 3.07587 -0.47027 1.08478 -2.1054 1.8574 0.3315 0.10
H 0.04055 -0.40964 2.35418 -1.2301 2.9108 -2.6432 0.16
H -1.08763 1.20704 1.99981 1.5927 -0.6415 0.8654 0.04
```
Positions in Å, forces in eV/Å.

(10)
DFT (ωB97M-V/def2-TZVPD) results for C4H5NaO2 as an isolated structure.

Properties
Relative energy (zero: lowest compared OMol25 entry of this formula, charge and spin)   63.18 kcal per mole
Total charge   0
Kohn-Sham gap   4.55 eV
HOMO energy   -5.323 eV

```
12
Properties=species:S:1:pos:R:3:forces:R:3:lowdin_charge:R:1
O -1.90527 -1.03429 -0.02865 2.5215 2.1208 2.2357 -0.34
C -3.59765 -1.11479 -1.45089 -2.0134 1.1177 -0.4315 -0.09
C -3.19271 -0.83736 -0.17433 0.9643 -4.3095 -1.8983 -0.45
H -4.44579 -1.77642 -1.63293 -0.5527 0.9313 -0.0115 0.01
H 3.89551 3.01704 1.27552 1.1154 -3.3773 -0.6719 0.15
H -3.83641 -1.16755 0.66260 0.0827 0.7218 0.0959 0.08
H -3.12414 -0.65086 -2.32040 0.4503 -0.7443 0.3143 0.01
C 4.31284 1.87549 1.08361 0.0771 3.1241 0.1139 0.01
C 3.52013 0.98608 0.56569 -1.9606 -0.2863 1.3096 -0.27
O 2.63351 0.22763 0.40595 0.8585 0.1675 -0.7169 0.12
Na 0.36550 -1.18007 0.43234 -1.2346 0.3184 -0.3224 0.71
H 5.37447 1.65509 1.18149 -0.3085 0.2156 -0.0170 0.06
```
Positions in Å, forces in eV/Å.

Question: total charge of number 8 (C4H5NS2)?
Answer: 0

Question: Number 2 is which compound?
Answer: C4H5NOS2